(1)
Formula: C60H53As2GeNO2TcTe4
Source: the OMol25 dataset
Level of theory: ωB97M-V/def2-TZVPD

```
! wB97M-V def2-TZVPD RIJCOSX def2/J DEFGRID3
* xyz 1 1
Tc -0.4728 0.3645 0.0835
C 1.9773 -0.2551 -2.8166
C 2.3760 -1.6307 -2.2256
As 0.9733 -3.0042 -2.6112
C 0.3506 -3.6279 -0.8703
C 1.1283 -4.3254 0.0408
C 0.5778 -4.7513 1.2417
C -0.7571 -4.5081 1.5298
C -1.5541 -3.8426 0.6090
C -0.9947 -3.3972 -0.5785
C 2.0637 -4.5638 -3.0652
C 1.4726 -5.8207 -2.9391
C 2.1288 -6.9574 -3.3800
C 3.3870 -6.8521 -3.9576
C 3.9791 -5.6074 -4.0969
C 3.3153 -4.4685 -3.6617
As 0.1262 0.2633 -2.3385
C -0.7973 -0.3113 -3.9825
C -1.7502 -1.3134 -4.0956
C -2.2381 -1.6760 -5.3418
C -1.7683 -1.0490 -6.4855
C -0.8191 -0.0427 -6.3827
C -0.3445 0.3273 -5.1345
C -0.1965 2.1589 -2.5647
C 0.5704 3.1127 -3.0990
C 0.2562 4.5175 -2.8895
C -0.5815 4.8576 -1.9026
C -1.2594 3.8209 -1.0952
C -1.4859 2.5214 -1.8470
H 2.0269 -0.3344 -3.9024
H 2.6591 0.5338 -2.4984
H 2.5734 -1.5732 -1.1579
H 3.2990 -1.9572 -2.7029
H 2.1662 -4.5364 -0.1882
H 1.1954 -5.2715 1.9616
H -1.1722 -4.8440 2.4711
H -2.6101 -3.6881 0.8011
H -1.6230 -2.9103 -1.3180
H 0.4863 -5.8995 -2.4941
H 1.6589 -7.9266 -3.2755
H 3.9007 -7.7371 -4.3087
H 4.9594 -5.5196 -4.5466
H 3.7844 -3.5027 -3.8048
H -2.0968 -1.8381 -3.2143
H -2.9751 -2.4645 -5.4197
H -2.1361 -1.3480 -7.4579
H -0.4426 0.4459 -7.2715
H 0.3885 1.1210 -5.0500
H 1.4810 2.8668 -3.6359
H 0.7733 5.2653 -3.4750
H -0.7431 5.8921 -1.6261
H -2.1771 4.1862 -0.6394
H -2.2999 2.6240 -2.5816
Te 0.0353 3.0482 0.5625
Te -1.0560 4.9990 4.0077
Te -0.4157 2.9044 5.6456
Te -0.8677 0.1918 2.8636
C 3.6437 1.3998 7.1450
C 4.3939 0.4965 6.1988
C 5.0822 -0.5864 6.7296
C 5.7563 -1.4751 5.9100
C 5.7066 -1.2982 4.5438
C 5.0144 -0.2216 3.9860
N 4.8966 -0.2927 2.5693
C 4.5095 0.6785 1.6640
C 5.3117 1.8132 1.4851
C 5.0282 2.7341 0.5016
C 3.9469 2.5406 -0.3526
C 3.1258 1.4509 -0.1724
C 3.3636 0.5131 0.8369
C 2.3589 -0.5351 1.1552
O 2.5850 -1.5102 1.8446
O 1.1180 -0.3627 0.6930
C 4.3732 0.7163 4.8128
C 3.6236 1.9006 4.2548
H 3.6937 1.0007 8.1560
H 2.5917 1.4862 6.8642
H 4.0674 2.4064 7.1597
H 5.0761 -0.7430 7.8011
H 6.2976 -2.3123 6.3297
H 6.1838 -2.0006 3.8720
H 4.5220 -1.1959 2.3244
H 6.1809 1.9306 2.1198
H 5.6696 3.5964 0.3733
H 3.7445 3.2454 -1.1481
H 2.2831 1.3223 -0.8343
H 4.2350 2.4759 3.5660
H 3.3138 2.5713 5.0515
H 2.7222 1.5881 3.7179
C -1.7569 1.4776 -0.7976
Ge -3.5868 1.5793 0.0962
C -4.3654 -0.2119 -0.0711
C -5.3588 -0.6434 0.8072
C -5.8557 -1.9356 0.7297
C -5.3777 -2.8046 -0.2419
C -4.4270 -2.3707 -1.1536
C -3.9263 -1.0797 -1.0673
C -4.6661 2.8726 -0.9007
C -5.0437 4.1287 -0.4374
C -5.8636 4.9398 -1.2085
C -6.3079 4.5028 -2.4476
C -5.9166 3.2607 -2.9278
C -5.0976 2.4507 -2.1580
C -3.2625 1.9574 2.0040
C -3.0581 0.8197 2.9007
C -2.4718 1.0368 4.1909
C -2.3745 2.4073 4.8000
C -2.7256 3.5660 3.8557
C -3.0326 3.2008 2.4501
H -5.7481 0.0384 1.5568
H -6.6208 -2.2650 1.4205
H -5.7500 -3.8192 -0.2913
H -4.0794 -3.0395 -1.9317
H -3.1897 -0.7299 -1.7836
H -4.7193 4.4747 0.5356
H -6.1590 5.9127 -0.8382
H -6.9638 5.1283 -3.0383
H -6.2578 2.9200 -3.8966
H -4.8020 1.4732 -2.5264
H -3.6688 -0.0609 2.7445
H -2.6249 0.2449 4.9163
H -3.0657 2.4049 5.6441
H -3.5833 4.1179 4.2411
H -3.1463 4.0452 1.7777
*
```

Properties
**Kohn-Sham gap (alpha / beta)**: 5.6 / 5.5 eV
**DFT total energy**: -278218.85186 eV
**LUMO (alpha / beta)**: -3.739 / -3.807 eV

(2)
Formula: C28H28BrFN3NdO3
Source: the OMol25 dataset
Level of theory: ωB97M-V/def2-TZVPD

```
! wB97M-V def2-TZVPD RIJCOSX def2/J DEFGRID3
* xyz 2 4
Nd 0.4022 1.4007 -1.0316
C -4.8404 -1.9925 3.7764
C -3.5654 -2.7913 3.4278
C -2.9892 -3.4257 4.6470
C -2.6821 -2.3128 5.6754
C -1.6770 -1.2917 5.0911
C -0.7348 -0.6918 5.8348
C 0.0985 0.2812 5.2884
F 0.9621 0.8938 6.1283
C 0.0103 0.6332 3.9466
C -0.8879 -0.1171 3.1045
C -0.9128 0.0460 1.6797
O -0.0739 0.8321 1.0918
C -1.8123 -0.7186 0.9122
C -2.5795 -1.6874 1.5586
N -2.5507 -1.8223 2.8772
C -1.7449 -1.0269 3.6703
C -2.1692 -0.6084 -0.6187
O -3.0707 -1.2272 -1.1442
O -1.3294 0.1669 -1.2748
H -5.4816 -2.6020 4.4430
H -5.3009 -1.8100 2.8417
H -4.7051 -1.0090 4.2387
H -3.8622 -3.4176 2.6108
H -2.0811 -3.9509 4.4006
H -3.7304 -4.1849 5.0206
H -2.3561 -2.7398 6.6605
H -3.5846 -1.7687 5.8202
H -0.6008 -0.9753 6.8677
H 0.6996 1.3409 3.5871
H -3.2016 -2.3609 0.9705
Br -4.8437 4.7780 -2.1678
C -2.9760 4.5621 -2.6923
C -2.4294 5.3673 -3.6610
C -1.0364 5.1353 -3.9150
C -0.3838 4.1866 -3.1639
N -0.9088 3.4555 -2.2008
C -2.2026 3.6074 -1.9860
H -3.0206 6.0261 -4.2598
H -0.4952 5.7083 -4.6526
H 0.7033 4.0566 -3.3855
H -2.5766 3.0648 -1.1780
C 5.5695 -0.4540 -4.4136
N 4.5764 0.6955 -4.2348
C 3.3251 0.4190 -5.1046
C 4.2806 0.9499 -2.7541
C 3.5203 -0.1923 -2.1367
C 4.1944 -1.3085 -1.7384
C 3.5367 -2.3498 -1.1163
C 2.1534 -2.3323 -0.9580
C 1.5612 -1.1585 -1.3716
C 2.1623 -0.0815 -2.0077
H 5.6966 -0.5578 -5.4955
H 5.0184 -1.3275 -4.1157
H 6.4519 -0.2043 -3.8120
H 4.9858 1.5541 -4.6222
H 2.8396 -0.4414 -4.5886
H 3.6207 0.1946 -6.1316
H 2.7052 1.2969 -5.0293
H 3.5533 1.7781 -2.7484
H 5.1873 1.2934 -2.3041
H 5.2773 -1.2192 -1.8090
H 4.0505 -3.1845 -0.7167
H 1.7561 -3.1379 -0.4280
H 0.4995 -1.2423 -1.2024
*
```

Properties
**Kohn-Sham gap (alpha / beta)**: 8.0 / 8.1 eV
**DFT total energy**: -128127.31850 eV
**LUMO (alpha / beta)**: -5.360 / -5.289 eV
**Energy relative to the best compared isomer or geometry (same formula, charge and spin)**: 25.3 kcal per mole

(3)
Formula: C39H78BrFNO11P
Source: the OMol25 dataset
Level of theory: ωB97M-V/def2-TZVPD

```
! wB97M-V def2-TZVPD RIJCOSX def2/J DEFGRID3
* xyz 0 1
C 1.5846 3.6699 5.0851
C 1.7825 2.1529 4.8525
C 0.6938 1.5081 3.9958
C 0.7465 1.9055 2.5179
C -0.5470 1.5092 1.7867
C -0.5209 2.0302 0.3347
C 0.1982 1.1487 -0.7082
O 1.3928 0.5197 -0.2563
C 1.2741 -0.7335 0.3317
F 2.1226 -0.6873 1.4353
C 1.7901 -1.9022 -0.5318
Br 3.3774 -1.3466 -1.5281
C 2.1005 -3.0999 0.4416
C 3.5770 -3.3032 0.7772
P -0.9755 -0.0172 -1.6158
N -2.0052 -0.7660 -0.6780
C 0.7097 2.1309 -1.8292
C -0.4324 3.0089 -2.3995
C -0.3055 4.5044 -1.9869
O -1.6180 5.0874 -1.9914
C -1.9908 5.6541 -0.7995
C -2.6123 7.0231 -0.9524
O -1.8629 5.0831 0.2620
O 1.3513 1.2884 -2.7429
C 2.0829 1.8376 -3.8217
C 2.6133 3.2725 -3.6823
C 3.8812 3.4749 -4.5658
C 4.8773 4.4822 -3.9748
C 6.3007 3.9817 -3.9568
O 6.6848 2.9448 -4.4436
O 7.2048 4.8431 -3.3452
C 1.3492 1.7120 -5.1718
C 0.9283 0.2922 -5.5092
C 1.4908 -0.8285 -4.9438
C 1.0531 -2.0631 -5.3589
C 0.0884 -2.1881 -6.3103
C -0.4915 -1.0820 -6.8831
C -1.5420 -1.1747 -7.9583
C -0.0509 0.1503 -6.4606
H 0.5654 4.0066 4.8894
H 2.3177 4.2616 4.5332
H 1.7854 3.8825 6.1394
H 1.7226 1.6834 5.8398
H 2.8004 1.9698 4.4969
H -0.2688 1.8797 4.3806
H 0.7424 0.4218 4.1181
H 0.7685 3.0055 2.5036
H 1.6541 1.5780 2.0115
H -0.7925 0.4498 1.8886
H -1.3447 2.0591 2.2971
H -0.0499 3.0131 0.3626
H -1.5550 2.1760 0.0132
H 0.2894 -0.9594 0.7417
H 1.0249 -2.2792 -1.2047
H 1.4615 -3.0607 1.3243
H 1.7906 -3.9984 -0.0961
H 4.1264 -3.7032 -0.0708
H 3.6152 -4.0829 1.5473
H 4.0490 -2.4292 1.2230
H -0.1338 -0.8783 -2.3470
H -1.7260 0.6919 -2.5774
H -1.8953 -0.4775 0.2869
H 1.3748 2.8069 -1.2716
H -0.4374 3.0207 -3.4899
H -1.4352 2.7126 -2.0990
H 0.2558 4.9981 -2.7836
H 0.2251 4.6331 -1.0449
H -3.1369 7.2619 -0.0332
H -1.8399 7.7436 -1.2221
H -3.3064 6.9656 -1.7944
H 2.9689 1.2066 -3.9453
H 2.9026 3.5527 -2.6674
H 1.8653 3.9844 -4.0459
H 4.3612 2.5160 -4.7695
H 3.5369 3.8331 -5.5387
H 4.8926 5.3593 -4.6325
H 4.5844 4.8586 -2.9932
H 7.7703 5.2290 -4.0241
H 0.5425 2.4399 -5.2856
H 2.1100 1.9880 -5.9155
H 2.2731 -0.6969 -4.2094
H 1.5261 -2.9378 -4.9256
H -0.2424 -3.1660 -6.6649
H -2.1572 -0.2802 -8.0320
H -1.0201 -1.2694 -8.9192
H -2.1142 -2.0953 -7.8363
H -0.4850 1.0370 -6.9167
C -3.4931 1.1373 7.3230
C -2.1613 1.8331 7.5203
O -1.5636 2.1657 6.2680
H -3.3628 0.2281 6.7341
H -3.9439 0.8755 8.2813
H -4.1872 1.7799 6.7768
H -1.4640 1.1832 8.0477
H -2.2920 2.7479 8.1052
H -2.1742 2.7493 5.8062
C 1.9060 -7.2268 2.8347
C 1.2650 -6.8740 1.5073
O 2.2109 -6.2772 0.6189
H 2.3279 -6.3361 3.3043
H 1.1778 -7.6714 3.5107
H 2.7270 -7.9342 2.6918
H 0.4598 -6.1535 1.6506
H 0.8481 -7.7680 1.0345
H 2.9201 -6.9113 0.4777
C -2.8865 -9.0526 4.2961
C -1.8412 -8.2768 3.5168
O -0.7520 -9.1171 3.1381
H -2.4443 -9.4936 5.1902
H -3.7130 -8.4060 4.5946
H -3.2860 -9.8729 3.6949
H -1.4302 -7.4722 4.1257
H -2.2813 -7.8369 2.6158
H -1.1056 -9.8242 2.5902
C -3.8203 -5.6760 -6.7080
C -2.6186 -5.4072 -7.5946
O -1.4224 -5.3155 -6.8241
H -3.9294 -4.8846 -5.9656
H -4.7370 -5.7350 -7.2970
H -3.6957 -6.6149 -6.1633
H -2.7368 -4.4607 -8.1207
H -2.5036 -6.2032 -8.3377
H -1.3066 -6.1525 -6.3647
C -3.2734 5.4476 9.4867
C -4.5614 5.4394 8.6836
O -5.2532 4.1992 8.8217
H -2.6183 4.6380 9.1665
H -2.7440 6.3943 9.3691
H -3.4800 5.2941 10.5487
H -4.3518 5.5734 7.6232
H -5.2199 6.2510 9.0104
H -5.4510 4.0823 9.7556
*
```

Properties
**Kohn-Sham gap**: 8.7 eV
**DFT total energy**: -147766.39542 eV
**LUMO**: 0.482 eV
**Energy relative to the best compared isomer or geometry (same formula, charge and spin)**: 25.8 kcal per mole